(1)
The following is a DFT calculation (ωB97M-V/def2-TZVPD) of a molecular structure, C28H15AsF15GeReS5.

Properties
orbital gap (alpha / beta)	5.844 / 5.845	eV
2S+1	1
HOMO energy (alpha / beta)	-0.5372 / -0.5372	Ha
total charge	+2

Cartesian coordinates (Å):
Re -0.586 0.811 -0.001
C 1.277 0.758 -1.439
C 0.318 1.677 -1.948
C 0.106 2.715 -0.972
C 0.963 2.426 0.144
C 1.644 1.181 -0.118
C 2.729 0.593 0.716
C 1.217 3.303 1.324
C -0.740 3.933 -1.152
C -0.345 1.570 -3.281
C 1.871 -0.384 -2.181
H 2.800 -0.485 0.590
H 2.586 0.806 1.773
H 3.681 1.035 0.409
H 2.159 3.832 1.161
H 1.322 2.728 2.244
H 0.436 4.047 1.458
H -0.162 4.702 -1.668
H -1.063 4.341 -0.196
H -1.625 3.724 -1.751
H 0.350 1.920 -4.048
H -1.242 2.182 -3.341
H -0.606 0.540 -3.521
H 2.746 -0.011 -2.721
H 1.182 -0.804 -2.911
H 2.208 -1.174 -1.513
S 0.812 -2.103 2.253
As -0.102 -2.880 0.595
S -0.462 0.362 2.158
S -0.891 -1.341 -0.796
S -0.472 -4.736 -0.028
F -5.957 -0.942 1.350
C -5.341 -0.735 0.183
C -4.229 0.093 0.172
C -3.643 0.271 -1.058
F -2.511 1.085 -1.174
C -4.073 -0.319 -2.223
F -3.428 -0.118 -3.364
C -5.190 -1.144 -2.168
F -5.628 -1.725 -3.260
C -5.833 -1.354 -0.954
F -6.889 -2.134 -0.893
Ge -3.802 0.877 1.909
S -1.766 2.031 1.759
C -5.075 2.252 2.312
C -5.100 3.367 1.489
F -4.207 3.435 0.475
C -5.992 4.401 1.668
F -5.986 5.455 0.870
C -6.906 4.311 2.713
F -7.769 5.283 2.905
C -6.918 3.201 3.550
F -7.799 3.124 4.529
C -6.005 2.183 3.337
F -6.041 1.112 4.128
C -3.339 -0.420 3.250
C -3.179 0.009 4.562
F -3.353 1.304 4.842
C -2.813 -0.851 5.579
F -2.670 -0.417 6.817
C -2.573 -2.187 5.275
F -2.210 -3.018 6.224
C -2.693 -2.641 3.967
F -2.421 -3.902 3.669
C -3.071 -1.754 2.980
F -3.135 -2.209 1.716

Charge distribution, Löwdin scheme, values in e: number 1, Re, carries 0.896; number 2, C, carries -0.294; number 3, C, carries -0.275; number 4, C, carries -0.304; number 5, C, carries -0.336; number 6, C, carries -0.311; number 7, C, carries -0.016; number 8, C, carries -0.022; number 9, C, carries 0.005; number 10, C, carries 0.014; number 11, C, carries -0.018; number 12, H, carries 0.067; number 13, H, carries 0.083; number 14, H, carries 0.121; number 15, H, carries 0.122; number 16, H, carries 0.080; number 17, H, carries 0.080; number 18, H, carries 0.117; number 19, H, carries 0.079; number 20, H, carries 0.089; number 21, H, carries 0.122; number 22, H, carries 0.090; number 23, H, carries 0.089; number 24, H, carries 0.125; number 25, H, carries 0.083; number 26, H, carries 0.085; number 27, S, carries 0.156; number 28, As, carries -0.057; number 29, S, carries 0.271; number 30, S, carries 0.281; number 31, S, carries 0.230; number 32, F, carries 0.126; number 33, C, carries -0.211; number 34, C, carries -0.137; number 35, C, carries -0.228; number 36, F, carries -0.094; number 37, C, carries -0.145; number 38, F, carries 0.149; number 39, C, carries -0.105; number 40, F, carries 0.192; number 41, C, carries -0.115; number 42, F, carries 0.185; number 43, Ge, carries 0.921; number 44, S, carries 0.412; number 45, C, carries -0.147; number 46, C, carries -0.220; number 47, F, carries 0.054; number 48, C, carries -0.131; number 49, F, carries 0.160; number 50, C, carries -0.108; number 51, F, carries 0.187; number 52, C, carries -0.124; number 53, F, carries 0.172; number 54, C, carries -0.208; number 55, F, carries 0.125; number 56, C, carries -0.199; number 57, C, carries -0.233; number 58, F, carries 0.109; number 59, C, carries -0.123; number 60, F, carries 0.173; number 61, C, carries -0.106; number 62, F, carries 0.190; number 63, C, carries -0.143; number 64, F, carries 0.149; number 65, C, carries -0.243; number 66, F, carries 0.062

***

(2)
The following is a DFT calculation (ωB97M-V/def2-TZVPD) of a molecular structure, C28H15BrCl5F3MnNS2.

Properties
orbital gap (alpha / beta)	7.454 / 8.075	eV
2S+1	5
HOMO energy (alpha / beta)	-0.3046 / -0.3112	Ha
<S²>	6.1495

Cartesian coordinates (Å):
Mn -0.147 0.109 1.310
Cl -3.440 0.109 3.369
C -2.256 -1.150 3.473
C -1.062 -1.035 2.777
C -0.183 -2.084 2.930
Cl 1.326 -1.919 2.011
C -0.408 -3.229 3.673
Cl 0.763 -4.484 3.760
C -1.623 -3.319 4.346
Cl -1.973 -4.711 5.288
C -2.546 -2.274 4.249
Cl -4.039 -2.396 5.094
Br 1.177 1.747 3.105
C -0.388 2.837 3.203
C -0.428 3.787 4.176
C -1.539 4.653 4.243
C -2.540 4.548 3.324
C -2.501 3.562 2.308
C -3.535 3.469 1.344
C -3.480 2.531 0.356
C -2.415 1.606 0.312
C -1.422 1.633 1.251
C -1.414 2.652 2.242
H 0.385 3.883 4.882
H -1.577 5.406 5.018
H -3.388 5.221 3.356
H -4.361 4.167 1.401
H -4.262 2.475 -0.391
H -2.410 0.845 -0.459
S -2.057 -1.929 -0.142
C -0.799 -2.908 -0.594
N 0.271 -2.543 -1.307
C 1.388 -3.476 -1.326
C 0.759 -4.858 -1.189
S -0.706 -4.594 -0.144
H 0.440 -1.544 -1.403
H 2.063 -3.271 -0.490
H 1.943 -3.379 -2.258
H 1.429 -5.569 -0.712
H 0.440 -5.250 -2.153
F 3.129 0.323 -7.592
C 3.931 0.773 -6.607
F 5.060 0.046 -6.652
F 4.262 2.039 -6.929
C 3.255 0.699 -5.268
C 3.879 0.096 -4.188
C 3.235 0.049 -2.962
C 1.963 0.603 -2.808
C 1.348 1.214 -3.906
C 1.992 1.262 -5.127
C 1.287 0.522 -1.546
C 0.724 0.435 -0.471
H 4.863 -0.336 -4.303
H 3.715 -0.416 -2.112
H 0.363 1.644 -3.786
H 1.513 1.731 -5.977

Charge distribution, Löwdin scheme, values in e: number 1, Mn, carries 0.511; number 2, Cl, carries 0.734; number 3, C, carries -0.679; number 4, C, carries -0.311; number 5, C, carries -0.665; number 6, Cl, carries 0.725; number 7, C, carries -0.711; number 8, Cl, carries 0.688; number 9, C, carries -0.697; number 10, Cl, carries 0.694; number 11, C, carries -0.694; number 12, Cl, carries 0.688; number 13, Br, carries 0.872; number 14, C, carries -0.554; number 15, C, carries -0.124; number 16, C, carries -0.071; number 17, C, carries -0.029; number 18, C, carries -0.172; number 19, C, carries -0.034; number 20, C, carries -0.066; number 21, C, carries -0.123; number 22, C, carries -0.226; number 23, C, carries -0.232; number 24, H, carries 0.100; number 25, H, carries 0.107; number 26, H, carries 0.115; number 27, H, carries 0.114; number 28, H, carries 0.108; number 29, H, carries 0.059; number 30, S, carries 0.674; number 31, C, carries -1.157; number 32, N, carries -0.057; number 33, C, carries -0.237; number 34, C, carries -0.413; number 35, S, carries 0.927; number 36, H, carries 0.065; number 37, H, carries 0.095; number 38, H, carries 0.122; number 39, H, carries 0.079; number 40, H, carries 0.079; number 41, F, carries 0.138; number 42, C, carries -0.584; number 43, F, carries 0.134; number 44, F, carries 0.141; number 45, C, carries -0.125; number 46, C, carries -0.005; number 47, C, carries -0.019; number 48, C, carries -0.246; number 49, C, carries -0.008; number 50, C, carries -0.004; number 51, C, carries -0.125; number 52, C, carries -0.086; number 53, H, carries 0.120; number 54, H, carries 0.117; number 55, H, carries 0.122; number 56, H, carries 0.127

***

no.,F_max (eV/A)
1,0.099
2,0.618